1.
The following is a DFT calculation (ωB97M-V/def2-TZVPD) of the molecule C2H6FNO in a non-equilibrium geometry.

Element x y z (Å)
H  0.45  -1.95  0.21
H  -1.10  -1.40  -0.02
C  0.38  0.01  0.05
O  1.21  0.53  -0.90
H  -1.37  1.17  -0.64
C  -0.74  0.98  0.27
H  -0.31  1.86  0.60
H  2.04  -0.03  -1.25
F  1.10  -0.21  1.22
N  -0.20  -1.44  -0.39
H  -1.46  0.48  0.85

For the largest force on an atom, the calculation gives 0.10324 Eh/bohr. As for the multiplicity: 1. For the frontier orbital gap, the calculation gives 11.16 eV. The calculation puts the HOMO energy at -10.35 eV. The value obtained for the LUMO energy is 0.81 eV.


2.
The following is a DFT calculation (ωB97M-V/def2-TZVPD) of a structure of composition C20H30AgI2O15 in a non-equilibrium geometry.

Element x y z (Å)
H  3.75  1.99  -4.26
C  5.62  -1.67  -2.96
C  4.08  -1.47  -1.31
H  -2.68  1.61  3.52
C  5.90  -0.98  -4.30
H  5.43  -1.42  -5.17
H  -3.83  -0.51  6.61
H  -3.25  -3.20  5.64
H  6.46  0.25  -2.12
O  5.17  -0.87  -0.84
H  5.87  -2.73  -2.87
H  -3.84  0.35  -3.26
O  2.57  1.58  -1.77
C  1.18  2.73  -3.20
C  3.85  2.73  -3.46
O  -1.19  -0.91  4.62
C  -3.48  2.53  1.22
O  -0.70  -1.89  2.54
O  -1.08  2.09  1.24
H  -2.72  0.69  5.96
O  -1.20  -1.13  -0.37
C  2.55  2.80  -2.54
O  -2.92  -2.05  -1.55
C  -3.87  -0.13  -2.28
H  1.24  2.32  -4.20
H  6.96  -1.01  -4.52
I  3.05  -1.82  2.78
H  4.83  2.62  -2.99
H  -1.59  -3.48  6.08
C  6.21  -0.78  -1.84
H  -1.85  3.86  1.70
H  -3.45  2.23  0.17
C  -1.88  2.32  3.29
I  0.46  -4.34  -0.48
H  -4.07  3.42  1.45
H  5.53  0.04  -4.21
O  4.25  -1.74  -2.59
H  2.57  3.61  -1.82
H  -5.64  -1.95  -1.31
O  3.03  -1.67  -0.76
H  0.67  3.70  -3.25
C  -3.91  -1.59  -2.48
O  -0.65  1.67  3.31
C  1.33  1.06  -1.67
C  -1.18  -1.93  3.66
O  0.58  0.60  1.71
C  -2.24  -2.81  5.52
C  -1.85  -1.34  5.80
Ag  0.97  -1.69  0.63
O  1.00  0.08  -0.97
H  -4.66  0.25  -1.63
H  3.90  3.68  -3.99
H  7.13  -1.27  -1.52
O  -1.95  -2.96  4.12
H  -3.65  -1.91  -3.49
H  -3.66  -0.35  4.90
H  -5.88  -1.96  -3.10
C  -0.30  1.40  2.04
H  -4.04  1.73  1.70
C  -2.08  2.80  1.87
O  -2.68  0.09  -1.55
H  -5.12  -3.26  -2.20
C  -3.09  -0.33  5.83
H  -1.16  -1.32  6.65
C  -2.19  -1.05  -1.14
C  -5.20  -2.18  -2.28
O  0.48  1.82  -2.37
H  -1.84  3.08  4.08

For the largest force on an atom, the calculation gives 0.09808 Eh/bohr. The total charge is +1. As for the multiplicity: 3. For the frontier orbital gap (alpha / beta), the calculation gives 9.86 / 5.88 eV. The calculation puts the HOMO energy (alpha / beta) at -11.27 / -10.99 eV. The value obtained for the LUMO energy (alpha / beta) is -1.41 / -5.11 eV.